This record from the Open Molecules 2025 dataset describes C66H55GeIIrNOP2S as an isolated structure at a distorted geometry. The level of theory is ωB97M-V/def2-TZVPD.

The geometry in XYZ format:
```
129
C66H55GeIIrNOP2S ωB97M-V/def2-TZVPD
Ir -0.994 1.138 -0.084
C 0.005 5.815 -3.148
C -1.373 5.197 -3.250
C -2.309 5.852 -4.053
C -3.611 5.399 -4.201
C -4.023 4.263 -3.525
C -3.112 3.596 -2.721
C -1.794 4.029 -2.579
P -0.672 3.092 -1.482
C 0.044 4.427 -0.456
C 1.432 4.574 -0.407
C 2.022 5.526 0.409
C 1.219 6.365 1.168
C -0.161 6.245 1.100
C -0.776 5.276 0.308
C -2.285 5.182 0.334
C 0.656 2.431 -2.500
C 0.820 2.632 -3.865
C 1.785 1.903 -4.548
C 2.553 0.973 -3.864
C 2.358 0.755 -2.500
C 1.410 1.491 -1.807
C 1.105 1.287 -0.348
H 0.190 6.441 -4.019
H 0.801 5.077 -3.088
H 0.078 6.452 -2.263
H -1.997 6.749 -4.576
H -4.301 5.941 -4.838
H -5.041 3.902 -3.615
H -3.438 2.736 -2.168
H 2.059 3.949 -1.035
H 3.102 5.618 0.445
H 1.666 7.109 1.816
H -0.786 6.913 1.684
H -2.665 5.519 1.300
H -2.635 4.163 0.171
H -2.736 5.809 -0.442
H 0.187 3.329 -4.402
H 1.923 2.050 -5.612
H 3.296 0.394 -4.398
H 2.938 -0.001 -1.979
H 1.424 2.142 0.251
H 1.574 0.397 0.048
O 0.904 -0.995 1.604
N 0.281 -2.133 1.231
C 0.162 -3.090 2.190
C -0.397 -4.305 1.929
C -0.856 -4.551 0.634
C -0.813 -3.538 -0.292
C -0.290 -2.268 0.014
S -0.454 -1.022 -1.181
H 0.569 -2.812 3.146
H -0.462 -5.044 2.717
H -1.273 -5.516 0.368
H -1.224 -3.668 -1.285
I -0.636 2.438 2.372
C -1.999 1.510 3.637
C -2.276 2.078 4.840
C -3.195 1.432 5.707
C -3.795 0.268 5.329
C -3.515 -0.328 4.072
C -4.133 -1.541 3.664
C -3.855 -2.102 2.452
C -2.943 -1.470 1.558
C -2.371 -0.311 1.949
P -3.161 0.631 -0.523
C -4.626 0.753 0.476
C -4.708 1.846 1.346
C -5.821 1.993 2.158
C -6.832 1.038 2.132
C -6.737 -0.071 1.296
C -5.640 -0.216 0.465
C -3.706 0.376 -2.169
C -2.701 0.148 -3.138
C -3.032 0.037 -4.470
C -4.363 0.158 -4.861
C -5.368 0.375 -3.918
C -5.052 0.475 -2.576
C -2.592 0.306 3.197
H -1.806 3.008 5.138
H -3.416 1.877 6.669
H -4.506 -0.220 5.987
H -4.840 -2.014 4.336
H -4.338 -3.025 2.149
H -2.758 -1.915 0.586
H -3.904 2.577 1.376
H -5.897 2.849 2.817
H -7.696 1.152 2.775
H -7.520 -0.820 1.294
H -5.564 -1.085 -0.178
H -1.667 0.087 -2.832
H -2.259 -0.140 -5.208
H -4.622 0.089 -5.912
H -6.399 0.469 -4.235
H -5.836 0.661 -1.857
C 5.472 2.707 2.480
C 4.958 2.396 1.226
C 4.090 1.328 1.070
C 3.710 0.558 2.174
C 4.239 0.877 3.431
C 5.115 1.947 3.581
Ge 2.809 -1.124 2.072
C 3.533 -2.222 0.659
C 3.016 -3.461 0.252
C 3.590 -4.165 -0.796
C 4.700 -3.655 -1.457
C 5.254 -2.454 -1.042
C 4.680 -1.744 0.009
C 2.556 -1.948 3.767
C 2.792 -3.324 3.868
C 2.643 -3.974 5.087
C 2.256 -3.256 6.212
C 2.027 -1.887 6.122
C 2.181 -1.232 4.906
H 6.166 3.530 2.593
H 5.248 2.979 0.359
H 3.735 1.092 0.080
H 3.997 0.281 4.300
H 5.526 2.172 4.557
H 2.174 -3.905 0.757
H 3.174 -5.121 -1.092
H 5.141 -4.202 -2.282
H 6.141 -2.066 -1.530
H 5.151 -0.829 0.331
H 3.116 -3.890 3.001
H 2.837 -5.038 5.159
H 2.144 -3.761 7.164
H 1.732 -1.327 7.001
H 2.000 -0.161 4.856
```

- HOMO (spin up / spin down) (eV) = -12.22 / -12.35
- HOMO-LUMO gap (spin up / spin down) (eV) = 5.48 / 5.60
- E (hartree) = -6237.31275
- charge = +2

This record from the Open Molecules 2025 dataset describes C66H57N8O2PSn as an isolated structure at a distorted geometry. The level of theory is ωB97M-V/def2-TZVPD.

The geometry in XYZ format:
```
135
C66H57N8O2PSn ωB97M-V/def2-TZVPD
Sn 0.064 0.351 -0.570
C -3.403 1.427 2.537
C -2.667 1.024 1.427
N -1.358 0.930 1.369
C -0.559 1.203 2.550
C -1.335 1.935 3.666
C -2.701 1.920 3.645
C -0.608 2.672 4.650
C 0.648 3.099 4.385
C 1.218 2.894 3.084
C 0.639 2.096 2.128
N 0.870 2.128 0.791
C 1.604 3.039 0.105
C 2.758 3.709 0.513
C 3.419 4.623 -0.311
C 2.950 4.941 -1.560
C 1.797 4.291 -2.039
C 1.274 4.522 -3.328
C 0.156 3.851 -3.745
C -0.427 2.922 -2.875
N 0.052 2.662 -1.680
C 1.140 3.322 -1.232
H -4.481 1.503 2.477
H -3.191 0.777 0.512
H -3.237 2.394 4.464
H -1.127 2.978 5.555
H 1.197 3.690 5.110
H 2.073 3.503 2.841
H 3.221 3.455 1.451
H 4.333 5.083 0.047
H 3.460 5.657 -2.195
H 1.784 5.223 -3.980
H -0.260 4.006 -4.732
H -1.309 2.364 -3.172
N 2.027 -1.604 1.250
C 3.134 -2.354 0.650
C 2.652 -3.523 -0.223
C 2.075 -3.111 -1.578
N 0.826 -2.390 -1.421
H 2.377 -0.925 1.917
H 1.412 -2.231 1.753
H 3.809 -2.767 1.419
H 3.713 -1.657 0.039
H 1.886 -4.076 0.327
H 3.495 -4.199 -0.397
H 1.961 -4.018 -2.199
H 2.780 -2.454 -2.083
H 0.090 -3.004 -1.097
H 0.528 -1.995 -2.307
C 0.163 -6.333 1.561
C 0.687 -5.510 2.545
C 0.170 -4.236 2.753
C -0.883 -3.760 1.977
C -1.353 -4.578 0.942
C -0.855 -5.855 0.745
P -1.852 -2.180 2.127
C -3.239 -2.986 3.089
C -4.275 -2.146 3.505
C -5.428 -2.647 4.084
C -5.583 -4.014 4.267
C -4.558 -4.861 3.879
C -3.401 -4.358 3.297
C -0.937 -1.309 3.476
C -0.798 -2.067 4.646
C 0.160 -1.793 5.602
C 1.060 -0.769 5.356
C 0.875 0.065 4.274
C -0.176 -0.097 3.354
H 0.562 -7.330 1.413
H 1.503 -5.862 3.166
H 0.591 -3.622 3.537
H -2.143 -4.192 0.304
H -1.255 -6.479 -0.045
H -4.157 -1.082 3.354
H -6.217 -1.966 4.383
H -6.494 -4.414 4.696
H -4.656 -5.930 4.030
H -2.628 -5.059 3.014
H -1.459 -2.916 4.783
H 0.242 -2.406 6.492
H 1.901 -0.623 6.025
H 1.558 0.888 4.116
C 2.751 -1.073 -5.855
C 1.732 -0.205 -5.479
C 1.707 0.369 -4.223
C 2.693 0.088 -3.259
C 3.735 -0.780 -3.672
C 3.757 -1.345 -4.933
N 2.594 0.573 -1.980
C 3.749 0.928 -1.344
C 4.863 1.490 -2.020
C 6.005 1.875 -1.346
C 6.115 1.717 0.032
C 5.022 1.203 0.723
C 3.869 0.832 0.061
H 2.773 -1.513 -6.845
H 0.944 0.032 -6.187
H 0.916 1.050 -3.950
H 4.530 -1.005 -2.969
H 4.568 -2.014 -5.205
H 4.791 1.648 -3.090
H 6.827 2.319 -1.902
H 7.015 2.017 0.556
H 5.073 1.109 1.804
H 3.008 0.478 0.609
O -1.024 -0.801 -3.304
C -2.164 -0.443 -3.041
N -3.164 -0.405 -4.003
C -4.413 0.041 -3.445
C -3.943 0.233 -1.927
O -4.744 0.585 -1.079
N -2.642 -0.069 -1.820
C -5.472 -1.034 -3.389
C -5.130 -2.375 -3.556
C -6.067 -3.375 -3.347
C -7.357 -3.053 -2.953
C -7.701 -1.721 -2.775
C -6.768 -0.719 -2.987
C -4.827 1.360 -4.062
C -4.344 2.561 -3.546
C -4.604 3.761 -4.188
C -5.347 3.781 -5.360
C -5.840 2.592 -5.877
C -5.582 1.390 -5.232
H -2.960 -0.410 -4.986
H -4.117 -2.629 -3.835
H -5.784 -4.413 -3.480
H -8.083 -3.836 -2.766
H -8.704 -1.463 -2.454
H -7.031 0.317 -2.817
H -3.767 2.556 -2.630
H -4.219 4.684 -3.772
H -5.541 4.718 -5.868
H -6.422 2.601 -6.791
H -5.967 0.464 -5.642
```

- HOMO (eV) = -0.86
- HOMO-LUMO gap (eV) = 4.82
- ΔE to the lowest compared entry with this formula, charge and spin (eV) = 1.265
- E (hartree) = -3693.51707
- charge = -2

This record from the Open Molecules 2025 dataset describes C66H60ClN2P4Zn as an isolated structure. The level of theory is ωB97M-V/def2-TZVPD.

The geometry in XYZ format:
```
134
C66H60ClN2P4Zn ωB97M-V/def2-TZVPD
Zn -0.177 -0.568 0.270
C -0.362 2.074 2.878
N 0.245 1.044 3.689
C 1.651 0.816 3.411
P 2.022 0.061 1.743
C 3.455 1.087 1.248
C 4.700 0.558 0.922
C 5.731 1.382 0.492
C 5.539 2.751 0.399
C 4.307 3.295 0.737
C 3.276 2.468 1.145
C 2.810 -1.534 2.134
C 2.530 -2.638 1.337
C 3.163 -3.852 1.559
C 4.079 -3.974 2.592
C 4.365 -2.879 3.397
C 3.739 -1.665 3.164
C -0.064 1.033 5.086
C -0.141 2.192 5.850
C -0.445 2.109 7.203
C -0.654 0.875 7.798
C -0.564 -0.283 7.035
C -0.279 -0.206 5.681
P -1.411 1.296 1.566
C -2.038 2.805 0.755
C -3.386 3.148 0.732
C -3.799 4.327 0.122
C -2.873 5.177 -0.461
C -1.523 4.842 -0.442
C -1.114 3.663 0.155
C -2.837 0.649 2.482
C -3.529 -0.426 1.929
C -4.654 -0.943 2.549
C -5.088 -0.400 3.749
C -4.396 0.656 4.323
C -3.280 1.184 3.690
H 0.368 2.739 2.401
H -1.014 2.719 3.465
H 2.041 0.137 4.167
H 2.233 1.748 3.478
H 4.886 -0.502 1.031
H 6.691 0.950 0.244
H 6.346 3.393 0.072
H 4.149 4.364 0.674
H 2.314 2.912 1.386
H 1.803 -2.551 0.537
H 2.936 -4.702 0.928
H 4.571 -4.921 2.772
H 5.080 -2.969 4.204
H 3.994 -0.817 3.788
H 0.041 3.160 5.397
H -0.506 3.014 7.794
H -0.887 0.814 8.852
H -0.735 -1.249 7.492
H -0.241 -1.091 5.057
H -4.116 2.500 1.202
H -4.851 4.584 0.117
H -3.198 6.097 -0.928
H -0.793 5.498 -0.900
H -0.058 3.405 0.146
H -3.156 -0.901 1.031
H -5.171 -1.787 2.112
H -5.957 -0.811 4.246
H -4.720 1.070 5.268
H -2.761 2.006 4.164
C 0.294 -2.840 -3.392
C 0.579 -1.342 -3.420
P 1.754 -0.773 -2.121
C 2.156 0.905 -2.739
C 1.874 2.002 -1.936
C 2.105 3.295 -2.383
C 2.637 3.505 -3.646
C 2.938 2.416 -4.456
C 2.699 1.128 -4.005
C 3.247 -1.744 -2.532
C 3.544 -2.206 -3.817
C 4.708 -2.917 -4.060
C 5.593 -3.182 -3.023
C 5.306 -2.737 -1.743
C 4.138 -2.027 -1.503
C -0.159 -3.403 -2.046
P -1.335 -2.398 -1.048
C -2.064 -3.681 0.009
C -1.213 -4.449 0.802
C -1.726 -5.439 1.620
C -3.096 -5.658 1.671
C -3.949 -4.882 0.904
C -3.436 -3.895 0.073
C -2.692 -1.953 -2.171
C -3.037 -2.751 -3.259
C -4.123 -2.424 -4.057
C -4.890 -1.306 -3.762
C -4.565 -0.512 -2.671
C -3.467 -0.830 -1.887
H 1.182 -3.398 -3.696
H -0.467 -3.045 -4.148
H -0.347 -0.789 -3.257
H 0.935 -1.049 -4.412
H 1.462 1.842 -0.947
H 1.880 4.138 -1.741
H 2.825 4.511 -3.997
H 3.367 2.571 -5.438
H 2.948 0.292 -4.647
H 2.868 -2.016 -4.641
H 4.925 -3.268 -5.061
H 6.500 -3.741 -3.214
H 5.982 -2.947 -0.924
H 3.912 -1.699 -0.499
H 0.700 -3.553 -1.383
H -0.599 -4.392 -2.193
H -0.147 -4.250 0.817
H -1.056 -6.028 2.232
H -3.498 -6.428 2.317
H -5.018 -5.046 0.944
H -4.114 -3.303 -0.530
H -2.472 -3.649 -3.479
H -4.377 -3.050 -4.902
H -5.743 -1.057 -4.380
H -5.172 0.351 -2.426
H -3.210 -0.190 -1.052
Cl -0.511 -1.820 2.242
N -0.856 0.853 -1.512
C -1.202 1.618 -2.293
C -1.623 2.555 -3.287
C -0.686 3.007 -4.215
C -1.088 3.922 -5.173
C -2.403 4.370 -5.197
C -3.327 3.915 -4.265
C -2.942 3.002 -3.298
H 0.336 2.650 -4.171
H -0.376 4.286 -5.901
H -2.710 5.084 -5.949
H -4.347 4.274 -4.291
H -3.640 2.645 -2.552
```

- HOMO (eV) = -9.94
- HOMO-LUMO gap (eV) = 7.93
- E (hartree) = -6265.39531
- charge = +1